{"formula": "C9H19N2O3P", "method": "the ωB97M-V functional and the def2-TZVPD basis", "symbols": ["C", "C", "C", "C", "C", "C", "C", "C", "C", "N", "N", "O", "O", "O", "P", "H", "H", "H", "H", "H", "H", "H", "H", "H", "H", "H", "H", "H", "H", "H", "H", "H", "H", "H"], "positions_angstrom": [[-1.668, -1.442, 1.873], [-2.089, -1.717, 0.604], [-0.035, 0.281, -0.200], [-3.551, -1.359, 0.321], [0.872, 2.590, 0.516], [-1.611, 2.204, 0.263], [1.179, -2.418, -1.786], [3.820, 0.494, -0.418], [-0.283, 1.545, 0.598], [-0.637, 0.479, -2.535], [-0.298, 0.426, -1.464], [2.041, -0.586, 1.646], [1.228, -2.013, -0.355], [2.477, 0.152, -0.778], [1.550, -0.589, 0.260], [-2.015, -0.556, 2.414], [-0.822, -1.907, 2.283], [-1.699, -2.534, -0.018], [-3.895, -0.727, 1.173], [-4.217, -2.218, 0.208], [-3.767, -0.887, -0.621], [1.334, 2.526, -0.510], [1.610, 2.452, 1.254], [0.597, 3.630, 0.427], [-2.447, 1.547, 0.443], [-1.658, 2.371, -0.807], [-1.766, 3.051, 0.975], [0.246, -3.102, -1.914], [2.109, -3.068, -1.920], [1.225, -1.549, -2.379], [3.812, 1.258, 0.382], [4.281, 0.741, -1.426], [4.360, -0.351, -0.116], [-0.280, 1.277, 1.608]], "forces_ev_per_angstrom": [[-0.054, 0.673, -2.369], [-1.892, -0.841, 1.997], [1.972, 2.023, 1.707], [0.230, 0.795, 0.285], [-0.082, -0.473, -3.329], [-0.110, -0.167, 0.758], [0.351, -2.627, 2.072], [0.012, 1.167, -1.830], [-0.304, 1.017, 0.081], [-1.944, 0.297, -7.092], [1.210, -1.202, 5.214], [-0.367, -0.022, -0.466], [0.249, -0.783, -0.578], [0.317, -0.072, -0.238], [-1.597, -0.664, -0.337], [-0.535, -0.613, -0.023], [1.275, -0.474, 0.386], [0.352, 0.478, 0.444], [-0.092, -0.412, -0.851], [0.384, -0.420, 0.658], [0.354, 0.824, -0.500], [0.076, -0.411, 0.901], [0.920, -0.201, 0.862], [-0.828, 0.304, 0.832], [-0.278, -0.575, 0.227], [-0.015, 0.963, -0.089], [0.148, -0.188, -1.182], [1.598, 1.589, 0.117], [-1.314, 0.913, -0.096], [-0.258, 0.761, -0.989], [0.256, -0.191, -0.776], [-0.400, 0.545, 1.518], [0.598, -1.333, 0.871], [-0.230, -0.680, 1.816]], "mulliken_spin": [0.04, 0.01, 0.53, 0.00, 0.06, 0.02, 0.03, 0.01, 0.09, 0.93, 0.23, 0.01, 0.01, 0.01, 0.06, 0.00, 0.00, 0.00, 0.00, 0.00, 0.00, 0.00, 0.00, 0.00, -0.01, 0.01, 0.00, 0.00, 0.00, -0.01, 0.00, 0.00, 0.00, -0.01], "total_charge": 0, "homo_energy_ev": [-5.690, -9.575], "spin_multiplicity": 3, "homo_lumo_gap_ha": [0.2397, 0.3004], "lumo_ev": [0.8, -1.4], "e_above_lowest_ev": 1.286}

=====

{"formula": "C9H19O3S2", "method": "the ωB97M-V functional and the def2-TZVPD basis", "symbols": ["C", "C", "C", "C", "C", "C", "C", "C", "C", "O", "O", "O", "S", "S", "H", "H", "H", "H", "H", "H", "H", "H", "H", "H", "H", "H", "H", "H", "H", "H", "H", "H", "H"], "positions_angstrom": [[-1.224, -0.137, 2.571], [1.297, 0.481, 2.075], [-1.478, -2.902, -1.074], [-0.031, -1.476, -2.657], [-0.943, 1.830, 0.449], [-0.011, -0.119, 1.553], [-0.491, -1.681, -1.218], [-0.346, 0.528, 0.183], [-1.190, -0.370, -0.681], [3.188, 3.160, -2.337], [2.836, 3.032, 0.232], [1.980, 1.197, -1.319], [-2.642, 0.026, -1.362], [2.133, 2.725, -1.332], [-0.936, -0.636, 3.451], [-2.128, -0.583, 1.959], [-1.577, 0.766, 3.004], [2.186, -0.125, 1.806], [1.351, 0.567, 3.157], [1.320, 1.504, 1.731], [-2.196, -3.081, -1.958], [-0.976, -3.962, -0.952], [-2.028, -2.755, -0.125], [0.776, -0.737, -3.043], [-0.923, -1.334, -3.210], [0.377, -2.466, -2.864], [-0.819, 2.426, -0.394], [-0.467, 2.350, 1.287], [-2.009, 1.607, 0.479], [0.271, -1.098, 1.224], [0.354, -1.867, -0.467], [0.672, 0.618, -0.355], [3.673, 2.510, 0.187]], "forces_ev_per_angstrom": [[-0.527, -1.008, -3.308], [-0.125, -0.001, 0.563], [0.209, -1.693, -0.433], [2.011, -0.386, -0.218], [-0.747, 0.401, 0.262], [-0.191, -0.011, 0.203], [-0.067, 0.739, 2.394], [1.136, -1.559, 0.276], [0.321, -0.459, -1.456], [-1.399, -0.819, 1.849], [0.651, -0.700, -0.968], [0.908, 2.039, -0.206], [0.552, -0.137, 0.597], [0.974, -0.758, -1.188], [0.168, -1.626, 0.871], [1.553, 0.462, 1.676], [-0.025, 1.512, -0.415], [-0.498, 0.668, -0.361], [-0.304, -0.226, 0.392], [0.834, 0.237, -0.299], [0.963, 0.817, 1.399], [-0.350, 2.155, -0.280], [-0.066, -0.146, -0.675], [-1.437, -0.791, 1.620], [-0.835, 0.142, -0.880], [0.038, -0.113, -0.699], [0.178, 1.418, -1.551], [-0.551, -0.157, 0.038], [-0.263, 0.799, 0.890], [-0.388, -1.212, 0.752], [-0.782, 0.142, -1.404], [-1.320, -0.159, 0.395], [-0.620, 0.430, 0.164]], "mulliken_charge": [-1.62, -1.18, -1.41, -1.45, -1.99, 0.73, 0.82, 1.14, -0.39, -0.60, -0.49, -0.67, -0.24, 0.40, 0.53, 0.24, 0.32, 0.28, 0.42, 0.23, 0.29, 0.32, 0.37, 0.18, 0.41, 0.40, 0.55, 0.36, 0.53, 0.15, 0.26, -0.17, 0.28], "total_charge": -1, "homo_energy_ev": -4.790, "homo_lumo_gap_ha": 0.2851, "lumo_ev": 3.0, "e_above_lowest_ev": 2.292}

=====

{"formula": "C9H20AgBClO", "method": "the ωB97M-V functional and the def2-TZVPD basis", "symbols": ["C", "C", "C", "C", "C", "C", "O", "B", "C", "C", "C", "Cl", "H", "H", "H", "H", "H", "H", "H", "H", "H", "H", "H", "H", "H", "H", "H", "H", "H", "H", "H", "H", "Ag"], "positions_angstrom": [[-1.197, 2.782, 1.260], [-1.274, 1.903, -0.122], [-2.116, 2.762, -1.251], [0.205, 1.461, -0.727], [1.456, 2.357, -0.162], [0.429, -0.159, -0.429], [1.374, -0.805, -1.356], [1.994, -2.013, -0.772], [1.267, -3.466, -0.522], [0.070, -3.465, 0.597], [0.564, -3.663, 2.148], [1.135, -5.434, 2.328], [-0.749, 2.166, 2.177], [-0.580, 3.774, 1.187], [-2.297, 3.078, 1.608], [-1.941, 0.948, 0.128], [-3.256, 2.819, -0.988], [-2.006, 2.228, -2.306], [-1.737, 3.862, -1.388], [0.236, 1.560, -1.916], [1.565, 2.386, 1.003], [2.476, 1.918, -0.586], [1.336, 3.463, -0.580], [-0.634, -0.657, -0.645], [0.684, -0.382, 0.712], [3.158, -1.923, -0.498], [2.111, -4.201, -0.105], [0.889, -3.878, -1.555], [-0.620, -4.406, 0.345], [-0.637, -2.534, 0.573], [1.416, -2.932, 2.480], [-0.341, -3.493, 2.902], [-2.978, 3.947, -3.540]], "forces_ev_per_angstrom": [[-0.591, 0.039, 0.843], [0.073, 0.197, 0.321], [-0.689, 0.278, -0.683], [0.833, -0.730, -0.002], [0.316, 0.136, -0.679], [-1.888, -0.285, -0.143], [0.025, -0.704, 2.551], [-1.103, 0.349, -0.668], [0.382, -0.161, 0.692], [-0.932, -1.063, 0.159], [-0.807, 0.715, -0.177], [-0.348, 1.666, 0.045], [-0.884, 1.149, -2.235], [-1.136, -1.970, -0.138], [2.300, -0.644, -0.865], [1.532, 1.985, -0.743], [2.043, -0.183, -0.289], [-0.137, 0.536, 1.755], [-0.273, -1.711, 0.623], [-0.255, -0.239, 2.534], [-0.476, -0.108, -2.238], [-2.301, 0.912, 0.790], [0.366, -2.265, 1.029], [2.103, 1.014, 0.613], [-0.378, 0.717, -2.312], [-0.056, 0.179, -0.192], [-1.916, 1.432, -1.069], [0.553, 0.701, 2.003], [1.428, 2.097, 0.742], [1.475, -1.603, -0.097], [-1.420, -1.603, -0.796], [1.968, -0.585, -1.760], [0.191, -0.250, 0.383]], "mulliken_charge": [-1.22, 0.33, -1.35, 0.48, -1.27, -0.55, -0.54, 0.44, -0.43, -0.46, -0.44, -0.20, 0.32, 0.29, 0.34, 0.22, 0.52, 0.40, 0.41, 0.15, 0.27, 0.35, 0.31, 0.18, 0.24, -0.08, 0.20, 0.24, 0.33, 0.16, 0.28, 0.32, 0.76], "total_charge": 1, "homo_energy_ev": -11.791, "homo_lumo_gap_ha": 0.1870, "lumo_ev": -6.7, "e_above_lowest_ev": 4.071}

=====

{"formula": "C9H20BrCoN", "method": "the ωB97M-V functional and the def2-TZVPD basis", "symbols": ["C", "C", "C", "N", "C", "C", "C", "C", "C", "C", "H", "H", "H", "H", "H", "H", "H", "H", "H", "H", "H", "H", "H", "H", "H", "H", "H", "H", "H", "H", "Co", "Br"], "positions_angstrom": [[-0.163, 3.783, 0.708], [-0.486, 2.279, 0.991], [-0.032, 1.420, -0.266], [0.061, -0.081, -0.004], [1.000, -0.438, 1.216], [1.323, -1.949, 1.214], [1.861, -2.457, -0.146], [0.814, -2.246, -1.213], [0.469, -0.737, -1.322], [-1.383, -0.514, 0.378], [-0.402, 4.268, 1.655], [-0.819, 4.158, -0.077], [0.859, 4.036, 0.426], [-1.568, 2.169, 1.062], [0.007, 2.004, 1.923], [0.956, 1.758, -0.577], [-0.746, 1.484, -1.087], [1.885, 0.157, 0.988], [0.569, -0.152, 2.175], [1.980, -2.223, 2.040], [0.342, -2.349, 1.472], [2.851, -2.059, -0.367], [2.037, -3.532, -0.136], [1.235, -2.677, -2.121], [-0.091, -2.808, -0.982], [1.318, -0.161, -1.688], [-0.302, -0.628, -2.084], [-2.042, -0.132, -0.402], [-1.616, -0.043, 1.334], [-1.432, -1.598, 0.478], [-5.442, -0.622, -2.371], [-3.043, -0.112, -3.215]], "forces_ev_per_angstrom": [[-0.788, -0.698, 0.446], [0.700, 0.205, -2.068], [0.242, 0.087, 1.753], [-1.755, -0.608, 0.977], [1.025, -0.347, -1.701], [-0.381, 0.581, -0.410], [-0.537, -0.726, 1.145], [0.380, 1.082, 0.269], [0.697, -0.890, -0.235], [1.258, 0.243, -0.127], [0.054, 0.466, -0.269], [-0.018, 0.130, 0.089], [0.073, -0.424, 0.159], [0.059, 0.112, 0.424], [-0.048, -0.318, -0.195], [-0.037, -0.132, -0.141], [0.119, 0.382, -0.005], [0.099, 0.080, 0.312], [-0.282, 0.268, -0.445], [0.049, 0.366, 0.010], [0.113, -0.908, -0.173], [-0.171, 0.513, -0.176], [-0.009, -0.093, 0.512], [-0.392, 0.557, -0.440], [0.001, -0.107, 0.073], [0.175, -0.108, 0.158], [-0.404, 0.425, 0.440], [0.040, -0.199, 0.077], [0.004, -0.108, -0.143], [0.011, 0.178, -0.153], [1.948, 0.438, -0.873], [-2.222, -0.449, 0.711]], "mulliken_spin": [0.00, 0.00, 0.00, 0.00, 0.00, 0.00, 0.00, 0.00, -0.01, 0.00, 0.00, 0.00, 0.00, 0.00, 0.00, 0.00, 0.00, 0.00, 0.00, 0.00, 0.00, 0.00, 0.00, 0.00, 0.00, 0.00, 0.01, 0.00, 0.00, 0.00, 2.52, 0.48], "total_charge": 2, "homo_energy_ev": [-17.124, -17.122], "spin_multiplicity": 4, "homo_lumo_gap_ha": [0.2556, 0.1806], "lumo_ev": [-10.2, -12.2]}

=====

{"formula": "C9H20IN3O5P", "method": "the ωB97M-V functional and the def2-TZVPD basis", "symbols": ["C", "C", "I", "C", "C", "N", "C", "O", "O", "C", "C", "N", "P", "N", "O", "H", "H", "H", "H", "H", "H", "H", "H", "H", "H", "H", "H", "H", "H", "C", "C", "O", "O", "H", "H", "H", "H", "H", "H"], "positions_angstrom": [[0.568, 3.012, -0.135], [0.711, 1.515, -0.520], [-1.282, 0.771, -0.860], [1.458, 0.795, 0.611], [1.612, -0.737, 0.443], [0.525, -1.612, 0.762], [-0.103, -1.310, 1.782], [-0.653, -0.898, 2.702], [1.718, -0.898, -0.982], [3.102, -0.764, -1.387], [3.966, -0.773, -0.077], [2.940, -1.343, 0.839], [3.349, -1.619, 2.600], [2.781, -3.234, 2.826], [2.421, -0.591, 3.504], [0.119, 3.148, 0.847], [1.576, 3.438, -0.172], [-0.043, 3.475, -0.905], [1.256, 1.521, -1.459], [0.961, 1.086, 1.543], [2.449, 1.262, 0.663], [3.276, 0.077, -2.049], [3.294, -1.759, -1.797], [4.881, -1.360, -0.106], [4.245, 0.211, 0.299], [2.844, -2.300, 0.468], [2.294, -3.314, 3.714], [2.194, -3.556, 2.060], [2.528, -0.896, 4.416], [-6.239, 1.143, -2.011], [-4.939, 0.577, -2.543], [-4.449, -0.434, -1.651], [-6.044, 1.679, -0.710], [-6.612, 1.938, -2.656], [-6.997, 0.352, -1.941], [-4.176, 1.354, -2.585], [-5.070, 0.149, -3.541], [-5.037, -1.193, -1.722], [-5.423, 1.088, -0.267]], "forces_ev_per_angstrom": [[0.367, -0.833, -0.492], [-0.352, 0.917, 0.575], [0.170, -0.119, -0.079], [-0.057, 0.081, 0.866], [-0.886, 0.711, -3.616], [0.448, -0.098, 1.414], [0.204, 1.150, -0.071], [-0.383, -0.737, 0.028], [0.988, 0.130, 0.313], [0.113, -1.517, 1.027], [-0.601, 1.494, -0.123], [-0.949, -1.005, 0.469], [2.761, -0.246, 1.962], [-0.428, 1.505, -1.008], [-0.457, -0.809, -1.354], [-0.018, 0.055, -0.055], [-0.155, 0.235, 0.201], [0.028, 0.273, 0.184], [-0.166, -0.550, -0.072], [0.104, -0.345, 0.095], [-0.017, -0.158, 0.033], [0.027, -0.067, -0.059], [0.307, 0.542, -0.972], [-0.259, -0.332, -0.054], [-0.082, -0.003, -0.122], [-0.315, -0.010, 0.277], [-0.065, -0.347, -0.043], [-0.287, -0.347, 0.393], [-0.131, 0.374, 0.257], [0.100, -0.057, 0.427], [-0.228, -0.278, -0.086], [0.179, 0.202, 0.021], [0.098, 0.177, -0.176], [-0.011, 0.006, 0.020], [-0.013, -0.033, -0.282], [0.014, -0.017, 0.032], [-0.021, 0.137, -0.054], [0.031, -0.047, 0.044], [-0.063, -0.033, 0.075]], "mulliken_charge": [-1.41, 0.01, 0.16, -1.20, 0.57, -0.62, 0.69, -0.33, -0.49, -0.46, -0.61, 0.22, 0.15, -0.54, -0.42, 0.38, 0.39, 0.45, 0.32, 0.52, 0.30, 0.37, 0.38, 0.38, 0.36, 0.50, 0.29, 0.28, 0.33, -0.27, -0.42, -0.46, -0.50, 0.31, 0.26, 0.21, 0.31, 0.27, 0.32], "total_charge": 1, "homo_energy_ev": -11.823, "homo_lumo_gap_ha": 0.3282, "lumo_ev": -2.9}

=====

{"formula": "C9H20N2", "method": "the ωB97M-V functional and the def2-TZVPD basis", "symbols": ["C", "C", "C", "C", "C", "C", "C", "C", "C", "N", "N", "H", "H", "H", "H", "H", "H", "H", "H", "H", "H", "H", "H", "H", "H", "H", "H", "H", "H", "H", "H"], "positions_angstrom": [[-1.043, 1.323, -0.674], [-0.822, 0.022, -1.405], [-0.002, 1.594, 0.432], [-0.255, -1.029, -0.416], [-2.014, -0.469, -2.121], [0.847, 2.816, 0.319], [0.674, -2.061, -0.924], [-1.191, -1.288, 0.684], [2.373, -0.590, 1.904], [0.851, 0.456, 0.503], [1.150, 0.117, 1.774], [-0.983, 2.190, -1.385], [-1.876, 1.202, -0.001], [-0.012, 0.411, -2.136], [-0.535, 1.544, 1.435], [-2.800, -0.556, -1.427], [-1.894, -1.522, -2.502], [-2.316, 0.196, -2.906], [1.840, 2.351, 0.458], [0.726, 3.592, 1.110], [0.809, 3.256, -0.677], [0.079, -2.471, -1.789], [0.891, -2.938, -0.289], [1.615, -1.620, -1.173], [-1.895, -2.108, 0.477], [-1.932, -0.529, 0.995], [-0.580, -1.654, 1.555], [3.185, 0.141, 1.969], [2.264, -1.239, 2.742], [2.571, -1.217, 1.078], [0.274, 0.080, 2.390]], "forces_ev_per_angstrom": [[0.382, 1.064, 0.781], [3.492, 0.519, -0.575], [-1.312, -1.308, 1.196], [0.821, 5.019, 1.317], [0.093, -1.613, -0.963], [1.327, 0.608, 0.645], [-1.441, -1.251, -0.471], [-0.642, -1.862, 1.246], [-0.199, 0.509, 0.905], [-0.239, -3.428, -2.050], [-2.138, 1.390, 0.138], [-1.045, -0.752, 0.702], [-1.444, 0.692, -0.905], [-0.782, -1.600, 0.693], [0.011, 0.770, -0.824], [-1.342, 0.063, 0.915], [0.123, 1.076, -0.041], [-0.240, 0.214, -0.577], [0.022, 0.957, -0.133], [-0.204, -0.544, -0.675], [-0.013, 0.139, 0.064], [1.194, 0.085, 0.186], [-0.369, 0.557, 0.194], [0.440, 0.271, -0.735], [0.349, -0.370, -0.177], [0.973, 0.283, -0.169], [-0.683, 0.440, -0.363], [0.215, -0.343, 0.362], [0.549, -0.324, 1.002], [0.064, -0.699, -1.143], [2.036, -0.564, -0.545]], "mulliken_charge": [-1.42, 0.55, 0.42, 1.47, -1.64, -1.19, -1.62, -1.87, -0.98, -0.37, -0.31, 0.54, 0.29, 0.36, 0.34, 0.38, 0.30, 0.46, 0.25, 0.24, 0.38, 0.28, 0.35, 0.40, 0.41, 0.27, 0.43, 0.25, 0.38, 0.32, 0.30], "total_charge": 0, "homo_energy_ev": -6.811, "homo_lumo_gap_ha": 0.2844, "lumo_ev": 0.9, "e_above_lowest_ev": 3.610}

=====

Which formula does entry 1 have? C9H19N2O3P